ORCA calculation (ωB97M-V/def2-TZVPD) on 5 unconnected molecules or ions with the total composition C25H25N5.

Last column: natural (NBO) charge in e.
Positions of all 55 atoms, in Å:
C 14.1774 8.0564 7.8326  0.03
C 12.8803 8.1293 8.2417  -0.24
H 18.9596 10.4994 7.0106  0.22
H 7.6221 7.2777 11.8102  0.19
C 11.1952 11.7125 7.5640  0.02
H 11.5052 7.2375 5.3164  0.22
C 11.3514 13.6833 8.6899  0.03
H 7.8949 9.4802 8.1081  0.22
C 18.1169 10.8106 6.3720  -0.19
H 10.8213 7.9905 7.7126  0.23
H 14.9248 8.2332 8.5669  0.19
H 10.1965 10.4012 11.6313  0.19
C 7.1256 13.9006 9.9249  -0.25
C 13.5579 7.4199 5.7709  0.02
N 14.5230 7.7219 6.6423  -0.43
H 9.5346 11.0435 9.3319  0.26
C 9.0370 10.1559 9.8090  -0.29
H 13.3362 14.7636 8.6920  0.23
H 18.8219 12.7965 6.2729  0.21
C 8.0367 14.2416 12.1298  -0.25
C 9.3529 9.8721 11.1500  0.03
N 10.5349 12.6633 8.2862  -0.45
C 17.9995 12.1246 6.0196  -0.25
H 13.1087 10.9339 6.6806  0.23
H 15.1226 9.7936 5.0599  0.21
N 6.0186 15.2766 11.4878  -0.44
C 11.8514 7.8821 7.3706  -0.18
C 15.9941 10.4641 5.2554  0.02
C 6.1190 14.8695 10.2448  0.04
H 13.9486 7.3072 4.7584  0.20
H 14.4111 12.9799 7.4371  0.23
C 12.7357 13.8632 8.3385  -0.25
C 16.8705 12.5906 5.3141  0.03
H 10.6588 10.8411 7.2627  0.19
N 15.8609 11.7949 5.0137  -0.43
C 8.1244 9.3658 9.1748  -0.18
H 6.7413 7.6774 9.5365  0.22
C 6.9036 14.9715 12.4614  0.02
H 12.6082 8.4200 9.2241  0.22
C 7.9247 8.1362 11.2479  0.02
H 17.1088 8.9043 6.4035  0.24
H 7.2582 13.5346 8.8979  0.22
C 12.2064 7.4647 6.1082  -0.26
C 13.3536 12.8787 7.6344  -0.17
H 5.3489 15.2204 9.4912  0.20
H 8.8394 12.9304 10.5490  0.22
H 6.6778 15.3730 13.4286  0.20
N 8.7650 8.9233 11.8734  -0.41
C 8.0985 13.6240 10.8652  -0.19
H 10.8349 14.5155 9.1431  0.20
H 16.7888 13.6600 5.0563  0.20
C 17.0358 9.9753 6.0685  -0.25
C 7.5930 8.3147 9.9216  -0.26
H 8.8112 14.0316 12.8420  0.21
C 12.5840 11.7940 7.2389  -0.25

Cartesian forces (eV/Å) of the 6 atoms listed first:
-0.310 -0.048 1.780
-1.288 0.411 0.439
-0.501 -0.071 -0.555
-0.715 -0.294 0.190
1.839 1.294 0.418
-0.256 0.009 0.176

Properties
- Total charge: 0
- Structure (SMILES): c1ccncc1.c1ccncc1.c1ccncc1.c1ccncc1.c1ccncc1
- HOMO: -0.3369 Ha
- Frontier orbital gap: 9.76 eV
- LUMO level: 0.0216 Ha
- Relative energy (zero: lowest compared OMol25 entry of this formula, charge and spin): 368.2 kJ/mol
- Largest force on an atom: 2.7 eV/Å